<P>
Computed, not measured: a single C3H10N2O molecule, with ωB97M-V with the def2-TZVPD basis set.

```
16
Properties=species:S:1:pos:R:3:nbo_charge:R:1
N -2.176 0.101 -0.950 -0.86
C -1.327 -0.499 0.121 -0.23
C 0.151 -0.166 -0.200 -0.11
N 0.965 -1.222 -0.734 -0.82
C 0.735 0.534 0.995 -0.07
O 1.897 1.330 0.764 -0.74
H -3.102 -0.295 -0.949 0.36
H -2.251 1.111 -0.938 0.36
H -1.750 -0.159 1.082 0.18
H -1.635 -1.549 0.137 0.19
H -0.087 0.578 -1.000 0.20
H 0.656 -1.481 -1.662 0.37
H 0.930 -2.029 -0.118 0.36
H 1.106 -0.119 1.793 0.18
H 0.076 1.253 1.507 0.18
H 2.171 1.424 -0.147 0.47
```

* 2S+1: 1
* structure (SMILES): NC[C@H](N)CO
* orbital gap: 10.197 eV
* lowest unoccupied orbital energy: 1.0586 eV

<Q>
Computed, not measured: a 2-piece molecular cluster, C3H10N2O overall, with ωB97M-V with the def2-TZVPD basis set.

```
16
Properties=species:S:1:pos:R:3:nbo_charge:R:1
H 1.780 -2.267 0.236 0.36
N 1.574 -1.282 0.123 -0.75
C 0.452 -0.927 -0.313 0.30
N 0.158 0.404 -0.542 -0.61
C -1.240 0.826 -0.717 -0.22
C -2.288 0.061 0.120 -0.63
H -0.427 -1.557 -0.470 0.15
H 0.579 1.041 0.118 0.39
H -1.531 0.857 -1.763 0.19
H -1.307 1.846 -0.349 0.20
H -2.480 -0.921 -0.323 0.20
H -3.230 0.589 0.223 0.22
H -1.845 -0.155 1.096 0.21
O 3.546 0.567 1.135 -0.97
H 3.201 -0.293 0.812 0.50
H 3.057 1.211 0.615 0.45
```

* 2S+1: 1
* structure (SMILES): [H]/N=C/NCC.O
* orbital gap: 10.368 eV
* lowest unoccupied orbital energy: 0.8347 eV

Which of them is the most stable? Correct choice: <Q>.

<P>
Computed, not measured: a 2-piece molecular cluster, C3H10N2O overall, with ωB97M-V with the def2-TZVPD basis set.

```
16
Properties=species:S:1:pos:R:3:nbo_charge:R:1
C 1.962 -0.542 -0.487 -0.04
O 0.852 -1.324 -0.105 -0.88
C 1.938 0.856 0.282 -0.65
H 2.937 -1.087 -0.271 0.14
H 1.893 -0.226 -1.506 0.13
H 2.786 1.082 0.927 0.20
H 1.801 1.694 -0.419 0.19
H 1.180 0.873 1.100 0.19
N -2.853 0.340 -0.435 -0.77
C -1.996 -0.635 -0.165 0.40
N -1.193 -0.437 0.819 -0.79
H -2.869 1.126 0.164 0.40
H -3.058 0.521 -1.397 0.40
H -1.816 -1.497 -0.849 0.23
H -0.001 -0.642 0.689 0.47
H -1.563 -0.105 1.655 0.37
```

* 2S+1: 1
* orbital gap: 7.985 eV
* lowest unoccupied orbital energy: 0.3363 eV

<Q>
Computed, not measured: a single C3H10N2O molecule, with ωB97M-V with the def2-TZVPD basis set.

```
16
Properties=species:S:1:pos:R:3:nbo_charge:R:1
N -1.391 -0.347 -1.708 -0.84
C -0.092 -0.799 -1.250 -0.22
C 0.158 -0.386 0.198 -0.07
N 1.464 -0.824 0.641 -0.86
C -0.019 1.121 0.418 -0.07
O -0.039 1.378 1.815 -0.73
H -1.552 -0.636 -2.665 0.36
H -2.135 -0.782 -1.167 0.35
H 0.685 -0.370 -1.886 0.18
H 0.017 -1.898 -1.278 0.17
H -0.589 -0.878 0.834 0.18
H 1.433 -1.488 1.391 0.38
H 2.125 -1.004 -0.097 0.36
H 0.835 1.621 -0.053 0.16
H -0.951 1.449 -0.044 0.18
H -0.587 2.155 1.971 0.47
```

* 2S+1: 1
* structure (SMILES): NC[C@@H](N)CO
* orbital gap: 9.908 eV
* lowest unoccupied orbital energy: 1.0718 eV

<R>
Computed, not measured: a 2-piece molecular cluster, C3H10N2O overall, with ωB97M-V with the def2-TZVPD basis set.

```
16
Properties=species:S:1:pos:R:3:nbo_charge:R:1
C 0.488 -1.725 -0.872 -0.72
C 0.192 -2.375 0.411 0.43
O 0.535 -1.922 1.489 -0.51
H 0.676 -0.690 -0.812 0.22
H 1.287 -2.288 -1.465 0.25
H -0.485 -1.817 -1.437 0.22
H -0.336 -3.393 0.289 0.10
N 0.743 1.901 0.425 -0.85
C -0.730 1.544 0.168 -0.06
N -1.195 1.977 -1.128 -0.85
H 0.779 2.943 0.574 0.35
H 1.253 1.670 -0.457 0.34
H -1.222 2.138 0.917 0.18
H -0.976 0.552 0.357 0.18
H -0.715 1.442 -1.824 0.34
H -1.075 3.012 -1.370 0.36
```

* 2S+1: 1
* structure (SMILES): CC=O.NCN
* orbital gap: 9.772 eV
* lowest unoccupied orbital energy: 0.9094 eV

<S>
Computed, not measured: a 2-piece molecular cluster, C3H10N2O overall, with ωB97M-V with the def2-TZVPD basis set.

```
16
Properties=species:S:1:pos:R:3:nbo_charge:R:1
C 2.299 -0.653 -2.233 -0.53
C 1.892 -1.589 -1.337 0.01
N 1.510 -1.255 -0.051 -0.83
H 2.168 -0.737 -3.309 0.20
H 2.831 0.248 -1.962 0.18
H 1.593 -2.523 -1.791 0.19
H 0.727 -1.755 0.314 0.39
H 1.867 -0.452 0.413 0.39
N -1.921 1.541 2.313 -0.85
C -2.215 1.013 1.009 0.09
O -1.032 0.886 0.214 -0.74
H -1.786 0.863 3.053 0.36
H -1.044 2.056 2.348 0.37
H -2.699 0.034 1.110 0.15
H -2.859 1.769 0.551 0.15
H -1.330 0.553 -0.642 0.47
```

* 2S+1: 1
* structure (SMILES): C=CN.NCO
* orbital gap: 8.539 eV
* lowest unoccupied orbital energy: 0.8167 eV

Which of them is the most stable? Correct choice: <Q>.

<P>
Computed, not measured: a 2-piece molecular cluster, C3H10N2O overall, with ωB97M-V with the def2-TZVPD basis set.

```
16
Properties=species:S:1:pos:R:3:nbo_charge:R:1
H 1.038 -0.528 2.579 0.33
N 1.214 0.335 2.054 -0.64
C 1.425 0.045 0.804 0.16
C 1.807 1.120 -0.165 -0.69
H 1.576 -1.000 0.480 0.14
H 2.864 1.366 -0.038 0.23
H 1.200 2.011 0.007 0.23
H 1.646 0.759 -1.184 0.21
C -1.610 0.450 -1.007 -0.25
O -1.102 -0.452 -0.023 -0.45
N -1.679 -1.832 -0.250 -0.52
H -2.692 0.337 -1.124 0.18
H -1.105 0.271 -1.961 0.17
H -1.402 1.474 -0.688 0.19
H -0.894 -2.453 -0.052 0.34
H -2.287 -1.903 0.569 0.34
```

* 2S+1: 1
* structure (SMILES): [H]/N=C/C.CON
* orbital gap: 10.667 eV
* lowest unoccupied orbital energy: 0.9098 eV

<Q>
Computed, not measured: a 2-piece molecular cluster, C3H10N2O overall, with ωB97M-V with the def2-TZVPD basis set.

```
16
Properties=species:S:1:pos:R:3:nbo_charge:R:1
C 0.859 -1.828 -1.035 -0.44
C -1.362 -1.212 -0.332 0.10
N -0.131 -0.898 -0.388 -0.39
H 0.276 -2.741 -1.424 0.22
H 1.134 -1.047 -1.805 0.24
H 1.641 -1.944 -0.275 0.24
H -1.725 -2.178 -0.686 0.17
H -1.915 -0.508 0.067 0.24
H 0.112 0.100 -0.199 0.48
N 0.831 1.542 0.066 -1.07
C -0.351 1.718 1.309 0.17
O -1.070 0.656 1.560 -0.90
H 1.749 1.678 0.666 0.39
H 0.399 2.211 -0.602 0.38
H -0.954 2.560 0.987 0.11
H 0.510 1.889 2.090 0.07
```

* 2S+1: 1
* orbital gap: 7.276 eV
* lowest unoccupied orbital energy: 0.1429 eV

<R>
Computed, not measured: a 2-piece molecular cluster, C3H10N2O overall, with ωB97M-V with the def2-TZVPD basis set.

```
16
Properties=species:S:1:pos:R:3:nbo_charge:R:1
N -1.237 1.112 1.134 -0.86
C -0.636 1.253 -0.153 -0.31
C 0.700 0.857 -0.323 0.20
O 1.391 1.268 -1.449 -0.70
H -0.682 1.492 1.892 0.36
H -2.170 1.499 1.176 0.37
H -1.050 2.008 -0.819 0.18
H 1.388 0.761 0.512 0.18
H 0.740 1.560 -2.101 0.47
C 0.189 -2.006 0.514 -0.42
N 0.309 -1.264 -0.741 -0.88
H -0.426 -2.891 0.346 0.18
H 1.175 -2.294 0.877 0.19
H -0.321 -1.387 1.258 0.20
H 1.254 -1.198 -1.107 0.41
H -0.624 -0.770 -1.015 0.43
```

* 2S+1: 1
* structure (SMILES): N/C=C/O.CN
* orbital gap: 7.484 eV
* lowest unoccupied orbital energy: 1.0128 eV

Which of them is the most stable? Correct choice: <P>.

<P>
Computed, not measured: a 2-piece molecular cluster, C3H6NO2S overall, with ωB97M-V with the def2-TZVPD basis set.

```
13
Properties=species:S:1:pos:R:3:nbo_charge:R:1
C -0.598 1.130 -0.897 0.83
C 1.461 -0.019 -0.770 -0.42
C -0.442 -1.093 1.629 -0.37
N 0.039 0.020 -0.576 -0.71
O -1.930 1.107 -0.523 -0.74
O -0.177 2.105 -1.508 -0.75
S -2.032 -1.389 1.883 -0.18
H 1.809 0.871 -1.311 0.20
H 1.984 -0.056 0.198 0.15
H 1.737 -0.914 -1.338 0.16
H 0.194 -1.849 1.199 0.18
H 0.026 -0.209 2.034 0.18
H -2.072 0.295 -0.019 0.48
```

* 2S+1: 1
* charge: -1
* orbital gap: 7.305 eV
* lowest unoccupied orbital energy: 3.4933 eV

<Q>
Computed, not measured: a 2-piece molecular cluster, C3H6NO2S overall, with ωB97M-V with the def2-TZVPD basis set.

```
13
Properties=species:S:1:pos:R:3:nbo_charge:R:1
C 0.624 0.648 0.367 -0.35
C -0.291 0.009 1.463 -0.48
C -0.164 1.029 -1.745 0.87
N 0.066 0.141 -0.878 -0.15
O -0.257 -1.183 -1.002 -0.68
O -0.684 1.496 -2.684 -0.47
S -0.164 -1.897 1.604 -0.20
H 0.525 1.702 0.243 0.29
H 1.717 0.520 0.387 0.20
H -0.111 0.293 2.507 0.22
H -1.380 0.087 1.165 0.22
H 1.102 3.121 -0.218 -0.67
H -0.368 -2.132 0.330 0.20
```

* 2S+1: 1
* charge: -1
* orbital gap (alpha / beta): 5.842 / 6.544 eV
* lowest unoccupied orbital energy (alpha / beta): 3.2430 / 3.4602 eV

<R>
Computed, not measured: an isolated ion of composition C3H6NO2S and charge -1, with ωB97M-V with the def2-TZVPD basis set.

```
13
Properties=species:S:1:pos:R:3:nbo_charge:R:1
C 0.523 -1.030 -0.314 0.14
C 0.806 1.417 0.334 -0.64
C 0.073 0.032 0.501 -0.53
N 0.563 -2.238 0.003 -0.67
O -1.922 1.065 -1.112 -1.06
O -2.580 -0.797 0.328 -1.02
S -1.892 0.486 0.273 1.50
H 0.770 -0.869 -1.424 0.12
H 0.428 2.004 1.226 0.22
H 0.504 1.875 -0.650 0.23
H 1.913 1.245 0.148 0.19
H -0.047 -0.326 1.470 0.21
H 0.861 -2.863 -0.783 0.31
```

* 2S+1: 1
* charge: -1
* orbital gap: 7.228 eV
* lowest unoccupied orbital energy: 4.0322 eV

<S>
Computed, not measured: an isolated ion of composition C3H6NO2S and charge -1, with ωB97M-V with the def2-TZVPD basis set.

```
13
Properties=species:S:1:pos:R:3:nbo_charge:R:1
N -1.159 0.945 -0.576 -0.85
C 0.214 0.366 -0.259 -0.19
C 0.066 -1.127 0.111 -0.48
S -0.436 -2.497 -1.090 -0.15
C 0.999 1.071 1.042 0.76
O 0.409 1.773 1.819 -0.75
O 2.229 0.825 1.022 -0.80
H -1.110 1.889 -0.513 0.35
H -1.759 0.722 0.273 0.34
H 0.898 0.558 -1.086 0.20
H 1.052 -1.471 0.321 0.23
H -0.620 -1.368 1.032 0.20
H -0.785 -1.686 -2.095 0.13
```

* 2S+1: 1
* charge: -1
* structure (SMILES): N[C@H](CS)C(=O)[O-]
* orbital gap: 7.313 eV
* lowest unoccupied orbital energy: 3.2438 eV

Which of them is the most stable? Correct choice: <S>.